1.
# C50H41N9O3S3Ti

C50H41N9O3S3Ti as an isolated structure at a distorted geometry (wB97M-V/def2-TZVPD, the Open Molecules 2025 dataset).

2S+1   3
Lowest unoccupied orbital energy (alpha / beta)   -0.48 / -0.85 eV
Expectation value of S²   2.02

Structure (XYZ):
```
107
Properties=species:S:1:pos:R:3:mulliken_charge:R:1
H -4.683 -0.297 -4.171 0.4050
N 0.185 2.047 2.364 0.8213
C 1.591 0.743 -2.562 1.0688
C 5.472 0.285 0.188 -0.6940
C -2.758 -0.141 -3.218 -0.6649
C 0.930 1.554 -4.842 -0.1495
H 3.913 0.306 -3.842 0.5274
H 3.435 2.875 -1.689 0.2959
C 3.420 -0.046 1.617 0.5753
C -3.057 -1.025 0.415 -0.8166
C 4.036 2.144 -1.170 0.0533
H -0.787 3.805 1.966 -0.0207
C -0.259 1.027 4.478 0.1001
H -4.471 -3.256 0.893 0.4944
N 1.151 1.708 -1.714 2.2931
H -0.937 0.263 -2.127 -0.4238
O 4.592 -3.305 3.937 -0.7325
H -5.693 -2.823 5.687 0.3926
H -0.853 -1.917 -0.966 0.3025
H -4.420 -4.588 4.504 0.4136
C -4.502 1.519 -3.047 -0.3673
C 1.093 3.962 -1.480 -0.0130
H -3.155 -0.360 -0.441 0.1805
N 1.029 2.971 -2.293 -1.4553
C -1.310 3.085 3.913 -0.8714
C 1.774 -0.536 -1.980 -0.5089
H 0.475 2.227 -6.823 0.4407
C -4.847 -2.560 5.064 -0.4650
N -1.677 2.613 -0.973 0.5254
C -1.534 -2.716 -0.703 1.4075
H -0.908 4.840 0.113 0.1331
H 1.235 5.984 -1.471 0.2744
H 2.525 -3.797 -2.562 0.5281
C -2.393 1.798 -1.847 -1.2844
H -2.437 5.615 -0.059 0.2410
C -4.132 -3.548 4.400 -0.8601
C -3.383 -0.892 4.127 0.0430
C -2.660 -1.882 3.455 0.0796
H -3.934 -5.582 0.270 0.4035
H -3.098 0.146 4.023 0.4105
C 3.067 -1.607 3.383 -0.9138
H 2.739 1.735 -7.706 0.3762
C 4.153 0.569 0.489 0.3873
H -0.057 1.772 -4.453 0.5079
Ti 1.217 1.327 0.266 -0.7837
C 2.123 -1.706 -2.695 -0.7812
C 5.355 1.934 -1.527 -0.9717
O -0.620 0.091 0.631 0.0901
O 2.438 -3.428 4.703 -0.7169
C -3.557 -3.472 0.349 -0.4626
H -1.658 2.040 5.758 0.4939
C 1.903 -0.926 3.689 -0.4253
H -1.833 -6.086 -0.946 0.4435
C -0.648 3.026 2.697 0.0195
C 2.501 1.527 -6.669 -0.5656
C 3.416 -2.935 4.102 0.3021
C -1.228 -4.026 -1.046 -1.1914
N 1.546 -0.593 -0.633 1.9814
C -1.471 -1.549 2.573 0.2348
S -1.861 -0.153 1.480 0.2097
H 5.798 2.517 -2.324 0.5018
C -1.135 2.050 4.808 -0.9368
N 0.831 5.224 -1.988 -0.4717
C -4.042 0.304 -3.534 -0.9907
C 0.412 1.083 3.269 -0.3172
H -1.184 -2.397 1.952 0.3653
H -3.981 -1.006 0.998 0.7395
C 3.156 0.723 -4.499 -0.0564
C 1.232 1.807 -6.170 -0.8707
N 3.439 1.472 -0.188 1.0021
S 1.475 3.846 0.231 -0.6619
H -0.314 -4.235 -1.591 0.4642
C 3.864 -1.112 2.367 -0.8475
N 2.238 0.550 1.856 0.7160
H -5.020 -0.454 5.445 0.4293
C -3.661 2.258 -2.224 0.5640
C -4.468 -1.231 4.928 -0.9646
C 1.890 1.005 -3.990 -0.4202
H 2.277 -1.640 -3.763 0.6872
C -2.084 -5.063 -0.692 -0.6384
C -1.933 0.596 -2.383 1.2919
C 1.623 -1.786 -0.017 -0.8132
H -5.487 1.892 -3.305 0.4202
H 1.314 -1.294 4.519 0.5287
H 2.028 -3.875 -0.091 0.6009
H 6.012 -0.452 0.767 0.4699
H 1.376 -1.801 1.038 0.3093
C -2.703 -2.427 0.004 -0.3468
H -2.404 -1.085 -3.617 0.4531
C 1.972 -2.950 -0.650 -1.4155
C -3.049 -3.211 3.600 -0.3451
C -2.331 3.713 -0.765 0.0797
H 4.458 0.776 -6.204 0.4029
H -0.084 0.206 5.163 0.4136
C 3.463 0.986 -5.829 -1.0436
H 4.802 -1.618 2.170 0.5954
H 0.892 5.302 -2.991 0.2301
H -2.492 -3.988 3.088 0.5181
N -1.910 4.763 -0.008 -0.2291
H -1.940 3.933 4.147 0.4593
C 1.529 0.165 2.932 1.0058
H 7.116 0.778 -1.104 0.4466
C 6.083 0.976 -0.844 -0.8423
C 2.242 -2.896 -2.029 -1.2873
H -0.609 -1.233 3.158 -0.2883
S -3.931 3.821 -1.517 -0.3871
C -3.255 -4.781 -0.002 -0.8381
```

***

2.
# C6H20N2O2

A 3-piece molecular cluster, C6H20N2O2 overall at a distorted geometry (wB97M-V/def2-TZVPD, the Open Molecules 2025 dataset).

2S+1   2
Net charge   +1
Lowest unoccupied orbital energy (alpha / beta)   -2.78 / -8.71 eV
Expectation value of S²   0.76

Structure (XYZ):
```
30
Properties=species:S:1:pos:R:3:mulliken_charge:R:1
H -2.331 -1.782 -1.147 0.4332
N -0.917 -0.740 -0.009 0.0413
H 0.668 0.478 2.482 0.4400
H -0.872 -0.384 -2.571 0.3285
H 2.201 1.828 -0.762 0.2212
C 0.544 0.633 1.424 -0.6717
H 0.415 1.787 -1.040 0.1435
H -1.662 0.932 -2.047 0.2902
C 0.985 2.055 1.080 -0.5599
N -1.757 -0.078 -2.188 -0.4306
H 0.243 2.789 1.407 0.3442
H 1.985 -0.024 -1.400 0.3242
H -1.470 -0.777 2.739 0.4304
C -0.931 0.388 0.942 0.2626
O 1.474 -0.779 -1.630 -0.6885
H -1.315 1.284 0.393 0.3297
C 1.234 2.263 -0.414 -0.9437
H 1.924 2.335 1.635 0.3790
H -1.925 0.957 2.771 0.4278
H -3.017 -0.258 -0.531 0.3299
H -2.888 -0.166 1.891 0.3919
C -1.833 0.095 2.170 -1.5543
H 3.060 -3.146 -0.492 0.3097
C -2.095 -0.784 -0.933 -0.5371
H 0.598 -0.657 -1.128 0.1896
H 1.279 3.312 -0.656 0.3954
H 1.222 -0.064 0.964 0.2369
H -0.755 -1.665 0.410 0.3350
H 2.079 -1.943 -0.564 0.4767
O 2.507 -2.596 0.056 -0.6749
```

***

3.
# C12H18O9

A 3-piece molecular cluster, C12H18O9 overall at a distorted geometry (wB97M-V/def2-TZVPD, the Open Molecules 2025 dataset).

2S+1   1
Lowest unoccupied orbital energy   0.53 eV
SMILES   C[C@H]1COC(=O)O1.C[C@H]1COC(=O)O1.C[C@H]1COC(=O)O1

Structure (XYZ):
```
39
Properties=species:S:1:pos:R:3:mulliken_charge:R:1
C 4.524 5.202 -9.034 0.3968
H -0.650 -2.036 -0.700 0.2890
O -5.296 -3.214 9.854 -0.3042
H 2.665 -0.340 -0.982 0.3471
H 4.745 4.799 -10.022 0.2661
H 5.533 3.455 -7.892 0.2869
O -4.423 -5.205 10.145 -0.3375
C -0.761 -0.953 -0.646 -0.3701
H 1.857 -0.816 -2.336 0.3795
H 5.454 5.092 -7.122 0.2739
C -4.641 -3.599 8.553 -0.4175
O 3.143 5.080 -9.013 -0.3503
C -4.202 -5.086 8.715 0.4069
H -3.170 -5.255 8.408 0.2182
C 1.763 -0.888 -1.253 -1.3624
H -4.040 -2.845 8.045 0.3385
C 0.562 -0.114 -0.673 0.4040
C -4.865 -4.053 10.684 0.6996
O 0.793 0.196 0.634 -0.3481
H 0.422 0.820 -1.218 0.2520
C 4.959 4.375 -7.777 -0.3423
H 1.844 -1.932 -0.949 0.3397
C 2.691 4.545 -7.836 0.6599
O -0.510 0.303 2.618 -0.5616
H -5.536 -3.618 7.931 0.2510
H 4.391 7.374 -8.413 0.3375
C 4.930 6.674 -9.053 -1.4030
H -4.544 -7.107 7.829 0.3669
C -5.007 -6.123 7.754 -1.3299
H 5.993 6.782 -8.839 0.3721
O -4.978 -3.839 11.901 -0.6095
C -0.273 0.030 1.434 0.7060
H -6.067 -6.301 7.936 0.3436
H -1.377 -0.584 -1.467 0.2792
O 1.538 4.483 -7.437 -0.5577
O 3.689 3.995 -7.168 -0.3149
H -4.892 -5.816 6.714 0.3740
O -1.138 -0.681 0.678 -0.3544
H 4.875 7.203 -10.005 0.3749
```

***

4.
# C8H14N4O5

One molecule with the formula C8H14N4O5 at a distorted geometry (wB97M-V/def2-TZVPD, the Open Molecules 2025 dataset).

2S+1   1
Lowest unoccupied orbital energy   0.34 eV
SMILES   NC(=O)C[C@H](NC(=O)[C@@H](N)CC(N)=O)C(=O)O

Structure (XYZ):
```
31
Properties=species:S:1:pos:R:3:mulliken_charge:R:1
H -0.648 1.188 -0.439 0.1492
C 0.936 0.716 1.540 0.3651
C -1.131 -0.455 -1.755 -0.3850
H 0.857 0.920 3.494 0.3318
C -0.350 0.312 -2.819 0.3011
C -0.226 -0.263 1.742 0.2321
H -0.624 1.463 -4.522 0.2537
H 2.007 -3.360 0.859 0.2620
O -3.353 1.306 -1.331 -0.5485
H -1.591 -1.189 0.853 0.1866
H -0.461 -1.174 -1.368 0.0713
H 2.152 0.125 3.003 0.3498
O 0.799 0.014 -2.922 -0.5818
H 1.761 0.074 -0.436 0.4690
H -2.379 0.940 1.384 0.4576
C 2.008 0.088 0.541 -0.6953
H 0.506 1.645 1.107 0.4193
H 2.954 0.774 0.677 0.2684
C -1.378 0.409 -0.458 0.4788
O 3.510 -1.348 1.593 -0.6038
H -1.823 1.566 -3.330 0.2176
H 1.086 -2.284 -0.057 0.1424
N 1.765 -2.366 0.683 -0.2156
O -0.339 -1.060 2.640 -0.5991
O -3.111 1.346 0.877 -0.5605
N -1.047 1.076 -3.697 -0.3752
H -2.012 -0.996 -2.127 0.3479
N 1.624 0.986 2.809 -0.7621
C -2.701 1.102 -0.365 0.2312
N -1.278 -0.259 0.835 -0.3051
C 2.485 -1.297 0.988 0.0970
```

***

What are the total energy values for these records? In order: -4692.6883 -500.2516 -1145.1677 -908.5028 a.u..
What are the ΔE to the lowest compared entry with this formula, charge and spin values for these records? In order: 16.02 7.63 66.64 52.00 kcal per mole.